(1)
ORCA calculation (the ωB97M-V functional and the def2-TZVPD basis) on C16H37Cl3IN3O3PdSi4 as an isolated structure in a non-equilibrium geometry.

Geometry as ORCA input:
```
! wB97M-V def2-TZVPD RIJCOSX def2/J DEFGRID3
* xyz 2 1
Pd -0.14 -0.09 0.37
Cl 3.66 2.70 -1.04
C 3.80 1.01 -0.55
Cl 4.45 0.04 -1.89
Cl 4.86 0.89 0.85
C 2.39 0.46 -0.24
O 1.49 0.68 -1.09
O 2.18 -0.18 0.81
N 1.75 2.13 2.28
C 0.74 2.58 1.58
O -0.20 1.84 1.15
C 0.76 4.06 1.30
I -0.82 5.16 2.18
H 1.92 1.14 2.37
H 2.49 2.76 2.56
H 0.72 4.21 0.22
H 1.66 4.50 1.69
C -2.39 -0.91 3.43
Si -3.45 0.18 2.39
C -3.21 1.97 2.62
C -5.18 -0.37 2.13
Si -2.33 0.11 0.00
Si -3.20 -2.24 -0.68
C -5.02 -2.03 -0.85
C -2.32 -2.38 -2.29
C -2.73 -3.36 0.71
Si -2.84 1.77 -1.65
C -4.66 1.61 -1.93
C -2.32 3.40 -0.97
C -1.74 1.20 -3.05
H -2.52 -0.62 4.48
H -1.33 -0.77 3.19
H -2.65 -1.96 3.33
H -3.38 2.18 3.69
H -3.90 2.57 2.03
H -2.19 2.27 2.38
H -5.74 -0.10 3.03
H -5.25 -1.45 2.00
H -5.65 0.13 1.28
H -5.30 -1.37 -1.67
H -5.49 -1.70 0.07
H -5.43 -3.03 -1.09
H -2.92 -1.95 -3.09
H -2.17 -3.44 -2.49
H -1.34 -1.91 -2.28
H -3.50 -3.33 1.49
H -1.77 -3.10 1.15
H -2.67 -4.38 0.34
H -5.21 1.85 -1.02
H -4.95 0.62 -2.27
H -4.97 2.32 -2.70
H -3.02 3.77 -0.22
H -2.27 4.14 -1.78
H -1.33 3.32 -0.52
H -2.17 0.36 -3.59
H -0.75 0.92 -2.68
H -1.61 2.02 -3.76
C 2.68 -3.45 -1.94
N 1.90 -3.53 -0.69
C 2.28 -4.54 0.32
C 0.95 -2.69 -0.46
N 0.05 -1.98 -0.26
H 3.71 -3.19 -1.71
H 2.25 -2.69 -2.59
H 2.64 -4.42 -2.44
H 3.31 -4.38 0.61
H 2.16 -5.53 -0.12
H 1.63 -4.44 1.19
*
```

Summary:
- M: 771.5 g/mol
- Lowest unoccupied orbital energy (alpha / beta): -9.2 / -9.2 eV
- Frontier orbital gap (alpha / beta): 4.59 / 4.59 eV
- E_HOMO (alpha / beta): -0.50813 / -0.50806 Ha
- Total energy: -108449.609 eV
- Energy above the lowest of the compared OMol25 structures with the same formula, charge and spin: 46.9 kcal/mol



(2)
ORCA calculation (the ωB97M-V functional and the def2-TZVPD basis) on a 8-piece molecular cluster, C16H38BF19N4O6P2 overall in a non-equilibrium geometry.

Geometry as ORCA input:
```
! wB97M-V def2-TZVPD RIJCOSX def2/J DEFGRID3
* xyz 0 1
C -0.81 -5.02 0.53
C -1.75 -4.23 1.34
O -2.10 -4.50 2.43
N -2.16 -2.90 0.68
H -1.42 -2.26 1.03
H -2.06 -2.98 -0.33
C -3.59 -2.50 1.05
H -0.22 -4.48 -0.21
H -1.34 -5.83 0.02
H -0.11 -5.50 1.22
H -4.16 -2.99 0.27
H -3.65 -1.43 0.92
H -3.83 -2.91 2.03
C 2.29 1.16 2.52
C 2.58 0.23 3.66
O 3.58 -0.37 3.84
N 1.55 0.27 4.78
H 1.63 1.22 5.15
H 0.57 0.25 4.42
C 1.72 -0.82 5.82
H 1.42 0.79 1.97
H 3.09 1.22 1.79
H 2.17 2.19 2.86
H 1.28 -1.75 5.47
H 1.22 -0.38 6.68
H 2.78 -0.96 6.01
C 4.38 -1.43 -1.30
C 3.76 -0.77 -2.48
O 4.37 -0.27 -3.36
N 2.23 -0.87 -2.51
H 1.91 -1.13 -1.57
H 1.80 0.05 -2.65
C 1.74 -1.76 -3.62
H 3.83 -2.34 -1.03
H 4.45 -0.94 -0.32
H 5.43 -1.62 -1.51
H 1.86 -2.82 -3.38
H 2.26 -1.49 -4.54
H 0.67 -1.63 -3.75
C -3.85 4.68 1.11
C -3.09 3.84 0.13
O -3.49 3.52 -0.93
N -1.81 3.27 0.71
H -1.38 3.98 1.30
H -2.11 2.47 1.26
C -0.86 2.83 -0.38
H -4.39 5.44 0.55
H -3.27 5.14 1.91
H -4.58 4.02 1.60
H -1.43 2.18 -1.04
H 0.00 2.38 0.11
H -0.57 3.67 -1.00
C 1.21 2.21 -4.02
O 1.71 2.00 -2.68
O 1.87 1.29 -4.77
C -0.35 2.25 -3.96
F -0.87 2.73 -5.11
F -0.93 1.08 -3.68
F -0.75 3.15 -3.03
C 2.62 2.97 -2.18
C 3.16 2.58 -0.80
H 3.78 3.37 -0.38
H 2.29 2.55 -0.15
H 3.74 1.65 -0.80
H 2.08 3.91 -2.00
H 3.46 3.25 -2.82
H 1.52 3.21 -4.34
P -1.98 1.14 3.48
F -3.04 2.34 3.17
F -2.02 0.74 1.93
F -0.70 2.13 3.18
F -0.85 0.01 3.88
F -1.82 1.67 5.02
F -3.13 0.06 3.73
P -3.00 -3.82 -3.41
F -3.94 -2.81 -2.49
F -3.64 -5.05 -2.58
F -4.22 -3.90 -4.45
F -2.07 -4.80 -4.33
F -2.43 -2.57 -4.26
F -1.71 -3.54 -2.36
B 0.70 -1.13 0.20
F -0.24 -1.12 1.25
F 0.17 -1.90 -0.84
F 0.91 0.17 -0.21
F 1.95 -1.73 0.53
*
```

Summary:
- M: 816.2 g/mol
- Lowest unoccupied orbital energy: -1.2 eV
- Frontier orbital gap: 5.59 eV
- E_HOMO: -0.24838 Ha
- Total energy: -106355.791 eV
- Energy above the lowest of the compared OMol25 structures with the same formula, charge and spin: 13.2 kcal/mol